Record 1
DFT (ωB97M-V with the def2-TZVPD basis set) results for 6 unconnected molecules or ions with the total composition C13H27N3O3S2.

```
48
Properties=species:S:1:pos:R:3:forces:R:3
C 2.18805 0.80118 -3.67659 0.3199 0.2223 0.5205
C 2.83144 0.94394 -2.31447 -1.5133 -0.3117 -2.3514
N 3.34781 1.01132 -1.30013 0.2961 0.1570 0.9216
H 1.15987 1.14469 -3.79032 -0.0245 0.2901 0.8505
H 2.12998 -0.24459 -3.97841 0.6213 0.0506 0.0197
H 2.74031 1.40744 -4.39461 0.2771 -0.3359 0.0126
C 0.03237 3.65961 5.42182 -0.3004 1.4519 -0.2731
C -0.08117 5.10171 5.87670 -0.1270 -0.1578 0.2001
N -0.25196 6.18163 6.26398 0.3386 -1.4798 -0.6193
H -0.93187 3.18265 5.59749 0.2453 -0.1742 0.4627
H 0.89558 3.14782 5.84732 -0.3200 0.0923 0.2939
H 0.14408 3.62906 4.33799 0.1665 0.2768 -0.0481
C 0.05819 4.95932 -0.69994 0.2863 0.5312 -0.8648
C -1.40314 4.71992 -0.84007 0.5823 -0.2997 0.4480
N -2.54427 4.59673 -0.95173 0.7656 -0.0379 0.0690
H 0.73603 4.32276 -1.26865 -0.6794 -0.6302 -0.2649
H 0.52925 4.97557 0.28289 -0.8684 0.1330 0.2917
H 0.24122 5.91684 -1.18754 -0.0314 0.3030 0.3259
C -0.66242 -0.19900 2.64678 0.3058 0.5741 -0.5250
S 0.60196 0.06022 1.30541 0.1092 -1.5914 -0.5307
O 0.09831 -0.73503 0.09350 0.0037 1.0290 1.1574
C 0.52079 1.84305 0.97770 -1.1143 -0.4567 0.1242
H -1.59652 0.34972 2.52651 0.1955 0.3992 -0.0768
H -0.13838 0.04365 3.57122 -0.2682 0.0736 0.0809
H -0.94728 -1.25102 2.66145 0.5477 -0.0743 -0.1638
H 0.59053 2.36297 1.93316 0.0676 -0.0349 0.0084
H -0.46652 1.99378 0.54112 0.0021 0.3467 -0.0957
H 1.30935 2.16975 0.29980 0.0712 -0.4642 0.0949
C -3.17431 -2.84411 1.52393 0.9123 0.1312 0.6268
S -2.92287 -4.12536 0.25481 -0.1291 1.6398 -0.9912
O -3.59003 -3.73710 -1.05920 0.3853 -0.6056 1.4702
C -1.12516 -3.83411 -0.03781 -0.2701 0.0595 -0.8324
H -4.05864 -2.68104 2.13994 -0.5831 -0.6378 -0.8808
H -2.81149 -1.90649 1.10282 -0.1283 -0.0096 -0.3276
H -2.41667 -3.15800 2.24195 0.1522 -0.1169 0.1034
H -0.66814 -3.33157 0.81464 -0.0404 -0.4044 0.0357
H -1.12422 -3.13294 -0.87235 -0.1370 0.2601 0.0905
H -0.64809 -4.73408 -0.42583 -0.0923 -0.1605 0.5899
C 1.54728 -2.42833 -2.29254 0.4528 0.1346 0.7055
C 1.60330 -3.24205 -3.53617 0.9138 0.0299 0.7784
O 2.63481 -3.25393 -4.15327 0.1879 -0.1625 -0.9443
C 0.42953 -4.07897 -3.84920 -0.2778 -0.6013 -0.6143
H 2.56263 -2.23885 -1.94429 0.0494 0.5321 -0.4572
H 1.14651 -2.94470 -1.42027 -0.7832 0.0952 -0.2343
H 1.01739 -1.51353 -2.55795 -0.1325 0.1019 0.6895
H 0.64653 -4.68536 -4.72858 -0.1676 -0.0256 0.0814
H -0.48541 -3.50858 -4.00925 0.0001 0.0905 0.0930
H 0.30530 -4.71643 -2.97380 -0.2674 -0.2325 -0.0503
```
Positions in Å, forces in eV/Å.

Values from the calculation:
2S+1	2
maximum force	0.0547	hartree/bohr
HOMO (alpha / beta)	-12.0 / -12.0	eV
total energy	-46189.3220	eV
<S²>	0.7574
orbital gap (alpha / beta)	8.26 / 3.55	eV
LUMO (alpha / beta)	-3.72 / -8.43	eV
charge	+1

=====

Record 2
DFT (ωB97M-V with the def2-TZVPD basis set) results for a molecular structure, CaH14O7.

```
22
Properties=species:S:1:pos:R:3:forces:R:3
Ca 0.18597 -0.05603 -0.12213 -1.2251 -0.8326 0.4208
O -2.33616 0.37765 -0.70226 0.6147 0.2635 0.2799
H -3.14583 0.02839 -1.07469 -0.2822 -0.2960 -0.1760
H -2.46828 1.32556 -0.68718 -0.3027 0.3880 -0.1368
O -0.80236 1.23046 1.61213 0.0397 -0.0190 -0.0428
H -0.31166 1.54105 2.37303 0.1880 0.2035 0.3521
H -1.68750 1.57085 1.74210 -0.4500 0.0733 0.0166
O 0.06129 -0.03378 -2.46831 0.1772 0.1156 0.1305
H -0.23685 -0.44619 -3.27902 -0.2427 -0.2892 -0.2983
H 0.27218 0.86536 -2.71992 0.1644 0.3323 -0.4024
O 1.27950 1.92454 -0.37061 0.1117 0.0811 -0.1874
H 0.91515 2.65948 -0.86391 -0.1672 0.5847 -0.0297
H 2.22741 2.04693 -0.42271 0.5798 0.0797 -0.0006
O 1.60217 -0.51360 1.72304 -0.0511 0.4293 -0.1495
H 2.07918 -1.22666 2.14758 0.0764 -0.4401 0.1642
H 1.90928 0.27757 2.16573 0.3010 0.2628 0.3375
O 1.45986 -1.81477 -0.74393 0.1635 -0.2647 -0.2046
H 2.20395 -2.30023 -0.38773 0.2843 -0.1775 0.2756
H 1.32213 -2.19064 -1.61340 -0.0039 -0.1764 -0.4567
O -1.19847 -1.60723 1.04716 0.2150 -0.0909 -0.0811
H -1.69578 -2.39210 0.81719 -0.0756 -0.4046 -0.1613
H -1.63516 -1.26658 1.82785 -0.1152 0.1773 0.3500
```
Positions in Å, forces in eV/Å.

Values from the calculation:
energy above the lowest of the compared OMol25 structures with the same formula, charge and spin	7.5	kcal per mole
2S+1	1
maximum force	0.0299	hartree/bohr
HOMO	-19.1	eV
total energy	-32988.4145	eV
orbital gap	12.42	eV
LUMO	-6.63	eV
charge	+2

=====

Record 3
DFT (ωB97M-V with the def2-TZVPD basis set) results for 15 unconnected molecules or ions with the total composition H28O18S.

```
47
Properties=species:S:1:pos:R:3:forces:R:3
S 20.40587 -26.64150 -18.77821 -0.2259 -3.8131 -1.1135
O 21.40186 -25.74984 -19.23294 3.1434 2.4438 -0.8923
O 19.93759 -27.42380 -19.89627 -0.5119 -0.6813 -0.6931
O 20.91022 -27.52031 -17.75522 1.2841 -1.0176 1.1647
O 19.34316 -25.90459 -18.20804 -3.6252 2.9376 1.6007
O 17.07074 -25.67432 -16.98079 0.7350 0.1520 -0.9472
H 16.41766 -25.84315 -17.66917 -0.0523 -0.1418 0.1578
H 17.94490 -25.78254 -17.49274 -1.3252 -0.4191 1.2246
O 18.32784 -26.54742 -21.73539 -5.6977 2.5142 -3.8125
H 18.08845 -25.65450 -21.41829 0.4351 -0.6484 -0.2259
H 19.00184 -26.79896 -21.23439 4.7424 -1.7245 3.6036
O 21.94738 -23.42381 -18.20486 -1.7821 -2.5414 0.1965
H 21.03634 -23.37330 -17.72922 2.3901 -0.1794 -0.9278
H 21.95298 -24.46467 -18.50521 -0.6010 3.4204 0.6800
O 21.10614 -25.31380 -14.77483 1.3469 9.6479 5.7630
H 21.05716 -26.02804 -15.19644 -1.0568 -9.6029 -5.3382
H 20.62438 -24.63733 -15.26442 -0.0616 -0.2189 -0.0767
O 17.87173 -23.97542 -19.46560 -0.6391 -0.2404 0.7041
H 16.99041 -23.97541 -19.04312 0.6845 0.0754 -0.2895
H 18.34450 -24.69814 -18.97849 -0.0977 0.4296 -0.8036
O 23.60731 -27.63647 -17.31047 0.8744 -0.2121 0.0292
H 23.61026 -26.66492 -17.20589 -0.0748 -0.2956 0.0288
H 22.69243 -27.91249 -17.37004 -0.0761 0.4069 0.0273
O 21.39300 -30.09799 -18.09924 -0.5175 -1.0862 0.6007
H 21.44467 -29.14920 -17.96065 -0.0521 0.2264 -0.4265
H 22.07011 -30.38323 -18.70086 0.3856 0.2804 -0.4109
O 23.67933 -24.94626 -16.62292 -1.3568 -0.5505 2.1341
H 23.12151 -25.10748 -15.78765 1.2585 0.1862 -1.3312
H 22.96983 -24.56587 -17.16178 0.3200 0.7495 -0.2991
O 19.74762 -23.83969 -16.61247 2.6648 0.5617 2.8031
H 19.47001 -24.41960 -17.25149 -0.6369 -3.5379 -2.4883
H 19.16315 -23.17299 -16.77460 -2.5106 3.4056 -0.0541
O 20.31132 -24.19000 -21.22850 3.2116 -5.2357 0.6963
H 20.65421 -24.46799 -20.30784 -0.3166 -0.0681 -2.1865
H 19.94425 -23.43188 -20.99133 -2.8985 5.5307 1.1457
O 18.92652 -29.81182 -20.74517 -0.0746 -4.8519 -0.9953
H 19.42911 -29.21007 -20.29608 1.7025 2.9165 1.7833
H 18.17623 -29.45501 -21.12855 -1.8261 1.6758 -0.8461
O 21.89457 -28.47650 -21.33497 4.0182 -1.8391 -1.5360
H 21.20241 -28.02719 -20.94887 -2.4502 1.7524 1.6077
H 22.72207 -28.16302 -20.90846 -1.0434 -0.0852 -0.3493
O 20.16657 -27.97394 -15.40279 -0.2085 -0.4342 -0.9339
H 20.43982 -27.84746 -16.39094 -0.7601 -0.2631 1.7976
H 19.41157 -28.59103 -15.41691 0.6165 0.5314 -0.1024
O 23.50966 -24.91664 -20.56999 -0.2739 0.7383 -1.3795
H 23.23371 -24.49347 -21.46451 -0.1345 -1.3307 2.9629
H 22.75705 -25.15774 -19.94187 1.0741 0.4366 -2.2526
```
Positions in Å, forces in eV/Å.

Values from the calculation:
energy above the lowest of the compared OMol25 structures with the same formula, charge and spin	102.9	kcal per mole
2S+1	1
maximum force	0.2201	hartree/bohr
HOMO	-4.6	eV
total energy	-48147.1346	eV
orbital gap	9.26	eV
LUMO	4.66	eV
charge	-2

=====

Record 4
DFT (ωB97M-V with the def2-TZVPD basis set) results for a single C4H8N2O molecule.

```
15
Properties=species:S:1:pos:R:3:forces:R:3
O 2.80763 -0.39800 -0.11633 -0.2748 0.0432 0.1614
C 1.59752 -0.26201 -0.14872 0.0073 0.0735 0.1036
N 0.71730 -1.34565 -0.09883 0.1245 0.0803 0.0499
C -0.68758 -1.09641 -0.35864 -0.1584 0.0475 0.0201
C -1.16468 0.08557 0.48523 -0.0192 0.0210 -0.0067
C -0.39120 1.31118 0.00959 -0.1480 0.0441 -0.0271
N 1.00154 0.97113 -0.25850 0.2155 -0.0634 -0.0729
H 0.91181 -1.94447 0.68953 0.1778 -0.1916 -0.2224
H -0.78488 -0.87703 -1.43136 -0.1358 0.0537 0.2121
H -1.25010 -2.01628 -0.17831 0.0785 0.1519 0.0927
H -0.94978 -0.11838 1.54291 -0.0134 -0.0117 -0.1922
H -2.24122 0.26706 0.39981 0.1566 -0.0240 -0.0717
H -0.43472 2.11751 0.75204 0.0078 -0.1400 -0.1044
H -0.85750 1.68566 -0.91141 0.0603 -0.0126 0.1013
H 1.67265 1.72146 -0.31911 -0.0787 -0.0719 -0.0437
```
Positions in Å, forces in eV/Å.

Values from the calculation:
energy above the lowest of the compared OMol25 structures with the same formula, charge and spin	6.4	kcal per mole
structure (SMILES)	O=C1NCCCN1
2S+1	1
maximum force	0.0067	hartree/bohr
HOMO	-9.5	eV
total energy	-9306.1173	eV
orbital gap	10.28	eV
LUMO	0.83	eV
charge	0

=====

> Among the records above, which one has the lowest charge?

H28O18S

=====

> maximum force of number 2 (CaH14O7)?

0.0299 hartree/bohr

=====

> What is the formula in the third record?

H28O18S

=====

> Look up the maximum force of the fourth one.

0.0067 hartree/bohr